Molecular formula: C40H68BrCoN2O18
Method: DFT, ωB97M-V/def2-TZVPD

The geometry in ORCA input format:
```
! RIJCOSX wB97M-V def2-TZVPD def2/J DEFGRID3
* xyz 1 4
Co 1.69763 0.51829 -0.25589
Br -0.24487 -1.13473 -0.15553
O 2.52309 -6.22497 -1.39302
C 1.53676 -5.82995 -0.79678
O 0.44123 -5.44236 -1.38042
C -0.62783 -5.30503 -0.54309
C -0.08374 -5.20154 0.85766
C 1.29658 -5.81402 0.72394
H -1.40420 -6.04753 -0.72759
H -1.03009 -4.33017 -0.81864
H -0.68521 -5.78148 1.55767
H -0.02085 -4.16432 1.18678
H 1.37848 -6.83445 1.09828
H 1.98170 -5.16956 1.27473
O 0.55709 2.20782 0.17447
C 0.36716 3.40307 0.43760
O 1.29501 4.13690 1.00533
C 0.91331 5.46657 1.27665
C -0.56352 5.39383 1.08792
C -0.82751 4.27380 0.12595
H 1.42200 6.10936 0.55821
H 1.32963 5.77813 2.23463
H -1.02229 6.35593 0.85989
H -0.92215 5.20604 2.09996
H -0.64277 4.73986 -0.84191
H -1.77504 3.75374 0.26676
O -2.45493 4.21732 -2.75585
C -2.89902 3.08721 -2.69398
O -2.29077 2.16279 -2.02162
C -3.06926 1.00225 -1.85719
C -4.47280 1.53919 -2.09172
C -4.20895 2.56866 -3.16971
H -2.91095 0.54950 -0.87839
H -2.77678 0.27963 -2.61902
H -4.80679 1.99948 -1.16184
H -5.26440 0.80552 -2.24410
H -5.07068 3.23079 -3.08543
H -4.08274 2.13724 -4.16271
O -2.29417 2.74330 2.59282
C -2.08618 1.93022 3.53539
O -3.08121 1.66562 4.31190
C -2.75748 0.65783 5.21541
C -1.23677 0.61882 5.24413
C -0.84448 1.19172 3.92245
H -2.98400 -0.33576 4.82865
H -3.26837 0.73849 6.17488
H -0.82029 -0.38292 5.34977
H -0.88523 1.18336 6.10774
H -0.63386 0.54905 3.06763
H -0.02952 1.91554 3.91780
O 2.21670 0.58956 1.74064
C 2.47898 1.06214 2.90781
O 2.25965 0.36399 4.05196
C 3.07047 0.86266 5.12994
C 3.90349 1.98280 4.52014
C 3.12777 2.37402 3.25847
H 3.71832 0.10857 5.57687
H 2.47509 1.17778 5.98687
H 4.84603 1.53944 4.19897
H 4.17059 2.86799 5.09736
H 3.77883 2.65092 2.42929
H 2.32231 3.08059 3.45875
O 3.09185 2.05282 -0.29593
C 3.88067 2.91706 -0.65277
O 3.44636 4.14639 -0.93433
C 4.49670 5.06783 -1.30452
C 5.76214 4.23331 -1.54305
C 5.39974 2.93365 -0.77536
H 4.74720 5.68454 -0.44138
H 4.29136 5.65426 -2.20009
H 6.56823 4.76281 -1.03517
H 5.94943 4.23257 -2.61684
H 5.65354 3.05867 0.27728
H 5.91943 2.04387 -1.13076
O 1.79193 0.61322 -2.27794
C 1.35403 1.29606 -3.24399
O 0.48146 2.37627 -3.07514
C 0.03858 3.01561 -4.23143
C 1.13279 2.53936 -5.17527
C 1.60814 1.20457 -4.67879
H -0.02785 4.09621 -4.10500
H -0.93059 2.61407 -4.52734
H 1.96498 3.23967 -5.10366
H 0.76040 2.48132 -6.19804
H 2.66195 1.02119 -4.88845
H 1.03372 0.39406 -5.12737
C -1.75749 -2.15798 -4.49311
O -0.87481 -1.34286 -5.18095
H -2.35510 -1.52938 -3.83295
H -2.39911 -2.62881 -5.23792
H -1.25187 -2.92165 -3.90213
H -0.83928 -1.56596 -6.11399
C 3.40011 -2.16058 0.15465
O 3.37826 -0.85522 -0.32233
H 3.23025 -2.13849 1.23110
H 2.53095 -2.67011 -0.26133
H 4.30978 -2.73376 -0.02443
H 4.24470 -0.65723 -0.68519
C -4.41221 0.20930 1.48165
O -3.96700 -0.98798 0.92961
H -4.14994 0.23456 2.53933
H -4.02312 1.11105 1.00884
H -5.49813 0.28978 1.43264
H -3.03438 -0.80878 0.78928
C 2.07868 -2.24598 -3.70775
O 3.20078 -2.92358 -4.31473
H 1.48425 -3.01422 -3.21321
H 2.42508 -1.53489 -2.95778
H 1.46124 -1.77420 -4.47214
H 3.50304 -3.57592 -3.67858
N -4.74874 -5.78734 -1.53000
C -4.95272 -5.02383 -2.64601
C -4.21852 -3.86513 -2.42250
C -3.62678 -3.92263 -1.15684
C -3.96700 -5.10658 -0.63957
H -5.17819 -6.69452 -1.41736
H -5.55680 -5.27328 -3.50581
H -4.15515 -3.00581 -3.07361
H -3.07376 -3.15818 -0.63131
H -3.79103 -5.56177 0.32388
N -0.77749 -2.64830 3.04017
C -1.96578 -2.75469 3.77043
C -1.61337 -3.33548 5.01458
C -0.24093 -3.55136 4.98420
C 0.31042 -3.15583 3.74170
H -0.67820 -2.30779 2.09450
H -2.84793 -2.26567 3.38435
H -2.23641 -3.41980 5.89271
H 0.22984 -4.10171 5.78538
H 1.30010 -3.13593 3.30979
*
```

The HOMO energy (spin up / spin down) comes out at -9.57 / -9.57 eV. Its energy is -190081.702 eV. The orbital gap (spin up / spin down) is 7.36 / 7.36 eV.